{"formula": "C14H28Br4F2N3O2", "method": "ωB97M-V with the def2-TZVPD basis set", "species": ["C", "O", "C", "C", "C", "N", "F", "C", "N", "C", "C", "C", "O", "N", "C", "C", "F", "H", "H", "H", "H", "H", "H", "H", "H", "H", "H", "H", "H", "H", "H", "H", "H", "H", "H", "H", "H", "Br", "C", "C", "Br", "H", "H", "H", "H", "Br", "C", "C", "Br", "H", "H", "H", "H"], "positions_angstrom": [[-2.292, -4.477, 1.544], [-2.573, -3.363, 0.701], [-2.114, -3.497, -0.609], [-0.666, -3.070, -0.826], [-0.331, -2.984, -2.299], [0.882, -2.162, -2.280], [0.839, -1.322, -3.398], [0.759, -1.334, -1.154], [1.628, -0.386, -0.929], [2.829, -0.034, -1.723], [2.606, 0.907, -2.917], [2.875, 0.313, -4.309], [1.880, 0.740, -5.223], [-0.286, -1.678, -0.400], [-0.354, -1.264, 1.015], [-1.604, -0.521, 1.352], [-0.158, -2.389, 1.773], [-2.313, -4.126, 2.572], [-1.310, -4.912, 1.343], [-3.061, -5.243, 1.405], [-2.766, -2.890, -1.244], [-2.182, -4.538, -0.953], [0.025, -3.756, -0.328], [-0.159, -3.946, -2.773], [-1.103, -2.422, -2.833], [1.479, 0.183, -0.107], [3.465, 0.450, -0.986], [3.320, -0.966, -2.011], [3.275, 1.756, -2.763], [1.590, 1.305, -2.903], [3.840, 0.675, -4.674], [2.936, -0.778, -4.264], [1.423, -0.022, -5.599], [0.503, -0.618, 1.215], [-2.502, -1.122, 1.245], [-1.516, -0.152, 2.373], [-1.649, 0.346, 0.688], [-3.529, 2.835, 3.342], [-2.462, 2.328, 4.881], [-1.085, 2.937, 4.844], [0.004, 2.148, 3.437], [-2.421, 1.243, 4.880], [-2.998, 2.669, 5.763], [-0.564, 2.760, 5.782], [-1.109, 4.000, 4.622], [0.198, 2.521, -0.291], [0.980, 4.305, -0.384], [1.046, 4.942, 0.981], [-0.706, 5.437, 1.644], [0.348, 4.863, -1.069], [1.974, 4.188, -0.806], [1.635, 5.855, 0.935], [1.471, 4.267, 1.719]], "lowdin_charge": [-0.07, -0.19, -0.17, -0.19, -0.05, 0.04, 0.02, -0.25, 0.12, -0.12, -0.16, -0.27, -0.06, 0.13, -0.33, -0.01, 0.06, 0.10, 0.09, 0.10, 0.14, 0.15, 0.16, 0.15, 0.15, 0.07, 0.13, 0.13, 0.11, 0.10, 0.12, 0.11, 0.09, 0.13, 0.09, 0.05, 0.07, 0.62, -0.69, -0.66, 0.62, 0.05, 0.06, 0.07, 0.04, 0.68, -0.64, -0.70, 0.63, 0.06, 0.06, 0.07, 0.02], "e_above_lowest_kj_mol": 0.00, "charge": 1, "homo_ha": -0.4461, "multiplicity": 1, "gap_ev": 9.160}

***

{"formula": "C14H28Cl14", "method": "ωB97M-V with the def2-TZVPD basis set", "species": ["Cl", "C", "C", "Cl", "H", "H", "H", "H", "Cl", "C", "C", "Cl", "H", "H", "H", "H", "Cl", "C", "C", "Cl", "H", "H", "H", "H", "Cl", "C", "C", "Cl", "H", "H", "H", "H", "Cl", "C", "C", "Cl", "H", "H", "H", "H", "Cl", "C", "C", "Cl", "H", "H", "H", "H", "Cl", "C", "C", "Cl", "H", "H", "H", "H"], "positions_angstrom": [[-2.935, 0.666, -4.064], [-3.744, -0.688, -3.184], [-2.705, -1.359, -2.195], [-1.220, -1.844, -3.001], [-4.175, -1.393, -3.894], [-4.563, -0.215, -2.641], [-2.989, -2.232, -1.608], [-2.458, -0.664, -1.392], [1.219, 0.850, -4.216], [1.428, 2.498, -3.649], [0.058, 3.199, -3.602], [0.218, 4.912, -3.037], [2.142, 2.950, -4.338], [1.896, 2.450, -2.666], [-0.559, 2.634, -2.903], [-0.461, 3.092, -4.554], [0.339, 0.605, -0.979], [-0.185, 0.070, 0.635], [-0.106, -1.422, 0.560], [-0.896, -2.138, 2.049], [-1.179, 0.517, 0.671], [0.530, 0.580, 1.280], [0.909, -1.785, 0.403], [-0.794, -1.784, -0.204], [-2.566, 2.870, 0.542], [-1.852, 4.049, -0.591], [-1.574, 5.408, 0.093], [-0.560, 5.211, 1.600], [-2.574, 4.034, -1.408], [-0.946, 3.616, -1.015], [-2.533, 5.833, 0.390], [-1.090, 6.186, -0.498], [5.912, -2.841, -1.656], [4.297, -2.815, -2.462], [3.178, -2.557, -1.507], [3.028, -3.856, -0.339], [4.098, -3.789, -2.909], [4.217, -2.163, -3.331], [2.285, -2.653, -2.125], [3.291, -1.629, -0.947], [-1.939, -3.391, 6.385], [-3.178, -2.846, 5.264], [-4.383, -3.829, 5.308], [-6.032, -3.294, 4.871], [-2.817, -2.689, 4.248], [-3.661, -1.951, 5.657], [-4.550, -4.172, 6.329], [-4.151, -4.739, 4.753], [2.792, -1.106, 2.301], [3.849, 0.044, 3.128], [4.716, 0.777, 2.076], [5.806, -0.343, 1.212], [4.452, -0.475, 3.874], [3.179, 0.790, 3.555], [5.386, 1.553, 2.448], [4.147, 1.270, 1.287]], "lowdin_charge": [0.51, -0.58, -0.66, 0.54, 0.07, 0.06, 0.07, 0.04, 0.56, -0.69, -0.64, 0.58, 0.07, 0.05, 0.01, 0.07, 0.59, -0.64, -0.66, 0.53, 0.01, 0.05, 0.01, 0.01, 0.56, -0.67, -0.60, 0.49, 0.07, 0.00, 0.06, 0.05, 0.52, -0.66, -0.70, 0.57, 0.07, 0.08, 0.07, 0.06, 0.58, -0.66, -0.68, 0.52, 0.04, 0.06, 0.04, 0.07, 0.60, -0.62, -0.65, 0.52, 0.07, 0.07, 0.06, 0.06], "smiles": "ClCCCl.ClCCCl.ClCCCl.ClCCCl.ClCCCl.ClCCCl.ClCCCl", "e_above_lowest_kj_mol": 137.19, "charge": 0, "homo_ha": -0.3868, "multiplicity": 1, "gap_ev": 10.835}

***

{"formula": "C14H28Cl14", "method": "ωB97M-V with the def2-TZVPD basis set", "species": ["Cl", "C", "C", "Cl", "H", "H", "H", "H", "Cl", "C", "C", "Cl", "H", "H", "H", "H", "Cl", "C", "C", "Cl", "H", "H", "H", "H", "Cl", "C", "C", "Cl", "H", "H", "H", "H", "Cl", "C", "C", "Cl", "H", "H", "H", "H", "Cl", "C", "C", "Cl", "H", "H", "H", "H", "Cl", "C", "C", "Cl", "H", "H", "H", "H"], "positions_angstrom": [[-3.040, -3.050, 1.085], [-2.746, -4.689, 0.454], [-1.292, -4.891, 0.105], [-0.728, -3.769, -1.129], [-3.409, -4.861, -0.390], [-3.025, -5.375, 1.252], [-1.107, -5.897, -0.270], [-0.686, -4.796, 1.005], [-0.888, 1.198, 0.868], [0.692, 0.593, 0.323], [0.557, -0.262, -0.905], [0.024, 0.646, -2.356], [1.070, -0.053, 1.115], [1.364, 1.427, 0.148], [-0.164, -1.067, -0.807], [1.505, -0.716, -1.185], [1.190, 7.273, 1.021], [0.793, 5.714, 1.780], [-0.283, 4.981, 1.029], [-1.844, 5.844, 1.138], [0.488, 5.925, 2.801], [1.710, 5.128, 1.773], [-0.441, 4.008, 1.490], [-0.043, 4.839, -0.020], [3.514, -1.579, -2.940], [4.189, -2.019, -4.532], [4.743, -3.409, -4.525], [6.096, -3.602, -3.398], [4.969, -1.297, -4.757], [3.363, -1.961, -5.238], [5.100, -3.686, -5.516], [3.969, -4.137, -4.281], [-4.752, 3.019, 3.444], [-3.019, 2.669, 3.195], [-2.149, 3.429, 4.162], [-2.141, 2.650, 5.776], [-2.802, 2.944, 2.163], [-2.903, 1.591, 3.271], [-2.548, 4.429, 4.306], [-1.120, 3.473, 3.813], [-2.436, -1.200, -6.323], [-1.171, -0.774, -5.162], [0.218, -0.664, -5.762], [0.724, -2.150, -6.616], [-1.174, -1.510, -4.359], [-1.434, 0.181, -4.714], [0.945, -0.463, -4.981], [0.235, 0.132, -6.504], [0.874, 1.259, 4.210], [0.204, -0.402, 4.171], [-0.453, -0.774, 5.482], [0.789, -1.108, 6.735], [1.043, -1.073, 3.999], [-0.476, -0.445, 3.323], [-1.015, -1.696, 5.360], [-1.076, 0.022, 5.874]], "lowdin_charge": [0.53, -0.66, -0.68, 0.58, 0.07, 0.07, 0.07, 0.07, 0.60, -0.63, -0.65, 0.59, 0.07, 0.08, 0.02, 0.03, 0.55, -0.67, -0.67, 0.56, 0.07, 0.07, 0.02, 0.07, 0.55, -0.65, -0.68, 0.55, 0.07, 0.04, 0.08, 0.07, 0.55, -0.70, -0.66, 0.56, 0.03, 0.05, 0.06, 0.03, 0.55, -0.72, -0.65, 0.53, 0.06, 0.04, 0.04, 0.07, 0.54, -0.65, -0.64, 0.54, 0.06, 0.04, 0.07, 0.02], "smiles": "ClCCCl.ClCCCl.ClCCCl.ClCCCl.ClCCCl.ClCCCl.ClCCCl", "e_above_lowest_kj_mol": 21.70, "charge": 0, "homo_ha": -0.3921, "multiplicity": 1, "gap_ev": 10.837}

***

{"formula": "C14H28N4O4W", "method": "ωB97M-V with the def2-TZVPD basis set", "species": ["W", "C", "C", "O", "C", "C", "O", "C", "C", "O", "C", "C", "O", "H", "H", "H", "H", "H", "H", "H", "H", "H", "H", "H", "H", "H", "H", "H", "H", "C", "N", "C", "N", "C", "N", "C", "N", "C", "C", "H", "H", "H", "H", "H", "H", "H", "H", "H", "H", "H", "H"], "positions_angstrom": [[0.666, -0.443, 0.011], [0.078, -2.544, 1.908], [-0.381, -3.242, 0.673], [-0.308, -2.219, -0.437], [0.040, -2.880, -1.753], [0.836, -1.877, -2.515], [1.790, -1.344, -1.488], [2.759, -0.294, -1.957], [3.586, 0.001, -0.745], [2.598, 0.096, 0.412], [3.168, -0.384, 1.740], [2.014, -0.977, 2.486], [1.288, -1.788, 1.446], [0.342, -3.229, 2.714], [-0.638, -1.815, 2.295], [-1.407, -3.595, 0.763], [0.274, -4.061, 0.390], [-0.881, -3.149, -2.269], [0.612, -3.771, -1.513], [0.246, -1.036, -2.884], [1.381, -2.308, -3.355], [2.171, 0.558, -2.304], [3.356, -0.650, -2.798], [4.121, 0.945, -0.824], [4.267, -0.806, -0.489], [3.605, 0.467, 2.258], [3.932, -1.115, 1.491], [1.310, -0.235, 2.869], [2.334, -1.601, 3.322], [-2.573, 0.289, 0.045], [-3.304, 1.456, 0.038], [-3.101, 2.269, -1.175], [-1.704, 2.761, -1.191], [-0.820, 1.683, -1.284], [-0.944, 0.699, 0.027], [-0.796, 1.714, 1.326], [-1.688, 2.784, 1.219], [-3.083, 2.293, 1.235], [-1.453, 3.589, 0.006], [-2.714, -0.314, -0.848], [-2.701, -0.288, 0.958], [-3.774, 3.122, -1.151], [-3.305, 1.680, -2.068], [0.214, 2.048, -1.299], [-1.040, 1.058, -2.150], [0.236, 2.079, 1.315], [-0.999, 1.105, 2.206], [-3.756, 3.146, 1.203], [-3.275, 1.722, 2.142], [-0.434, 3.975, -0.005], [-2.145, 4.426, 0.002]], "lowdin_charge": [1.83, -0.04, -0.02, -0.28, -0.02, -0.04, -0.26, -0.05, -0.01, -0.30, -0.01, -0.04, -0.26, 0.18, 0.14, 0.18, 0.16, 0.18, 0.16, 0.14, 0.18, 0.14, 0.18, 0.18, 0.16, 0.18, 0.16, 0.14, 0.18, -0.06, -0.05, -0.06, -0.05, -0.12, -0.25, -0.12, -0.05, -0.06, -0.07, 0.14, 0.14, 0.16, 0.16, 0.13, 0.14, 0.14, 0.14, 0.16, 0.16, 0.16, 0.16], "e_above_lowest_kj_mol": 335.60, "charge": 4, "homo_ha": [-0.8064, -0.8068], "multiplicity": 1, "gap_ev": [6.228, 6.245]}